Record 1
14
Properties=species:S:1:pos:R:3:forces:R:3 method="wB97M-V/def2-TZVPD" homo_lumo_gap_ev=10.746 e_lumo_ev=0.90 smiles=C[C@H]1OC[C@H]1O relative_energy_kcal_mol=44.6
C 1.523273 0.655007 0.156226 0.049 0.014 0.038
C 0.619390 -0.573065 0.089279 0.274 0.026 -0.237
O -0.113201 -0.822173 1.307098 0.087 -0.029 0.152
C -1.364287 -0.481644 0.695129 -0.346 0.078 -0.035
C -0.709710 -0.410337 -0.691387 -0.025 -0.325 0.024
O -0.909085 0.716628 -1.492784 0.017 0.237 0.141
H 1.246866 1.288095 1.006502 -0.039 -0.089 -0.147
H 2.572807 0.375404 0.277947 -0.148 0.023 0.044
H 1.450407 1.246907 -0.763754 0.048 -0.115 0.095
H 1.196465 -1.461610 -0.192258 -0.085 0.117 0.023
H -1.750805 0.487825 1.045248 0.082 -0.113 -0.042
H -2.130879 -1.249166 0.855634 0.136 0.118 -0.033
H -0.937618 -1.272874 -1.322003 0.043 0.124 0.101
H -0.693618 1.500997 -0.970873 -0.093 -0.067 -0.125

Record 2
13
Properties=species:S:1:pos:R:3:forces:R:3 method="wB97M-V/def2-TZVPD" homo_lumo_gap_ev=7.256 e_lumo_ev=0.09 relative_energy_kcal_mol=160.0
C -1.373570 -1.118010 0.146627 -0.711 1.405 1.322
C -0.181542 -0.188928 -0.034538 0.566 -0.833 3.170
C 1.202960 -0.633337 0.226313 -2.928 3.990 -0.779
N 1.934917 0.660726 0.055672 -2.020 -0.105 -2.104
C 0.811112 1.117055 -0.771497 -0.308 -1.250 -0.648
C -0.516698 1.293315 -0.168004 5.205 -1.681 0.278
H -1.838496 -0.735200 1.189524 1.093 -1.260 -2.156
H -2.190799 -0.854618 -0.587667 0.959 -1.066 0.534
H -0.956130 -2.158998 0.206483 -1.114 0.878 -0.241
H 1.547006 -1.253032 1.016170 -0.045 -1.143 0.061
H 1.920913 1.284304 0.829891 -0.010 0.247 1.703
H 1.002230 0.668487 -1.770943 -0.123 1.347 -0.233
H -1.361903 1.918234 -0.338030 -0.564 -0.529 -0.907

Record 3
87
Properties=species:S:1:pos:R:3:forces:R:3 method="wB97M-V/def2-TZVPD" homo_lumo_gap_ev=8.415 e_lumo_ev=-4.47 charge=+1
Ba 2.390488 -16.482489 -18.184738 -0.065 0.282 -0.481
Ba 3.284487 -16.808244 -22.611415 0.149 0.757 -0.145
P 3.103423 -14.894141 -20.440811 -0.125 1.646 -1.330
O 2.811910 -14.034267 -19.186326 0.762 -1.040 -0.675
O 4.127201 -16.044259 -20.166458 1.032 0.063 0.844
O 3.436611 -14.273002 -21.824476 -0.083 -0.382 1.648
O 1.845404 -15.804831 -20.639561 -1.331 -0.606 -0.032
C 7.354414 -19.197209 -18.104109 -0.942 -0.756 -0.472
C 7.220124 -17.845082 -18.807903 1.030 -1.159 0.703
O 8.021045 -18.033636 -19.932534 -0.584 0.709 -0.690
C 8.901885 -19.053563 -19.739303 -0.001 -0.986 0.769
O 9.818659 -19.333447 -20.411879 0.345 0.294 -0.690
O 8.529858 -19.783507 -18.652719 -0.024 0.900 0.552
F 7.809107 -16.876200 -18.051715 -0.317 0.325 0.150
H 6.559025 -19.885842 -18.407833 -0.351 0.287 0.026
H 7.299420 -19.134793 -17.019987 0.708 0.091 0.024
H 6.194213 -17.570022 -19.033449 0.039 0.323 -0.407
C 7.289250 -14.045329 -22.355841 0.408 -0.749 0.467
C 6.956760 -15.559501 -22.276611 1.208 1.190 0.484
O 8.179597 -16.142358 -22.590235 -1.347 -1.481 -0.149
C 8.999974 -15.281583 -23.225619 1.111 1.048 -0.463
O 9.995393 -15.540707 -23.809949 -0.482 -0.367 0.286
O 8.541852 -14.036627 -23.028601 -0.345 0.569 -0.308
F 5.960209 -15.823963 -23.217901 -0.168 -0.717 -0.347
H 7.458727 -13.647041 -21.357497 -0.222 0.135 0.003
H 6.571547 -13.463493 -22.925025 -0.154 -0.072 0.069
H 6.635031 -15.992652 -21.332824 -0.241 0.296 -0.001
C 3.151930 -21.949858 -21.211215 0.330 0.415 -0.850
C 3.638107 -21.164616 -22.444378 -0.331 -1.306 0.120
O 3.469155 -19.809846 -22.031547 -0.214 0.560 0.120
C 3.224846 -19.769891 -20.693426 -0.049 -0.420 0.920
O 3.038193 -18.765763 -20.051786 0.117 -0.108 -0.866
O 3.242468 -20.982416 -20.162041 0.048 0.208 0.119
F 2.821722 -21.490884 -23.474774 0.032 0.721 -0.003
H 3.767384 -22.825420 -21.035756 -0.168 0.008 0.392
H 2.093637 -22.157981 -21.364731 0.105 -0.426 0.022
H 4.660119 -21.337217 -22.779204 0.043 0.213 0.152
C 3.115308 -10.959029 -21.164027 -0.286 0.391 0.193
C 4.422816 -11.064039 -21.917978 0.555 -0.436 0.587
O 5.231352 -10.072287 -21.349176 0.388 -0.854 -0.182
C 4.498149 -9.273139 -20.536227 -0.865 1.297 -0.152
O 4.845428 -8.256918 -20.048619 0.578 -0.300 0.135
O 3.228521 -9.719581 -20.474233 -0.441 -0.451 -0.093
F 4.347054 -10.818457 -23.266733 -0.408 -0.104 0.030
H 2.972527 -11.751464 -20.427486 0.250 -0.168 -0.103
H 2.259032 -10.966648 -21.829682 -0.123 0.266 -0.062
H 4.839343 -12.066116 -21.779298 0.300 0.235 -0.296
C 1.500024 -12.714261 -23.929450 0.112 0.319 -0.468
C 2.491730 -13.415072 -24.827407 -0.761 0.218 -0.106
O 1.855107 -13.398930 -26.063086 1.194 -0.247 -0.216
C 0.514550 -13.183184 -25.920372 0.016 0.498 0.741
O -0.276980 -13.230559 -26.783188 -0.270 -0.233 -0.450
O 0.276657 -12.862454 -24.633872 -0.536 -0.102 0.222
F 2.628003 -14.770517 -24.466164 0.188 -0.512 0.038
H 1.787863 -11.662689 -23.942814 -0.136 0.122 0.286
H 1.392338 -13.099077 -22.926971 0.214 -0.117 0.121
H 3.477162 -12.957842 -24.846752 0.043 -0.290 -0.209
C 2.030448 -11.584288 -17.235293 1.123 -1.026 -0.548
C 0.800016 -12.070171 -17.943551 0.774 -0.084 1.134
O -0.104009 -11.031193 -17.611715 -0.137 -0.144 -0.633
C 0.669547 -9.885958 -17.528810 0.071 0.539 0.774
O 0.304008 -8.788634 -17.299421 -0.587 -0.393 -0.478
O 1.975066 -10.224239 -17.648005 0.592 -0.372 0.730
F 0.417916 -13.294540 -17.434294 -0.540 0.252 -0.160
H 2.932311 -12.121022 -17.532379 0.060 0.539 -0.821
H 2.054405 -11.780662 -16.159078 -0.801 0.698 0.195
H 0.990557 -12.165106 -19.010355 -0.466 -0.076 -0.128
C -1.046062 -15.007852 -21.554589 0.848 1.115 1.079
C -0.765239 -13.797031 -20.634184 0.370 -1.441 -0.554
O -2.013857 -13.633655 -20.052393 0.502 1.007 0.116
C -2.978983 -14.034646 -20.955794 -0.222 0.013 1.014
O -4.128559 -13.821380 -20.813009 0.047 0.025 -0.317
O -2.386087 -14.763944 -21.897631 -0.375 -0.818 -1.163
F -0.370504 -12.715312 -21.386891 -0.320 0.354 0.092
H -0.926548 -15.884206 -20.912351 -0.195 -0.265 -0.362
H -0.385425 -15.040417 -22.414338 -0.235 -0.014 -0.170
H 0.037004 -13.970899 -19.919048 -0.358 0.023 0.255
C 5.855009 -12.595342 -18.961191 0.391 0.549 -0.749
C 5.983574 -13.430131 -17.711231 -0.693 -0.515 0.307
O 5.757474 -12.524399 -16.656682 0.406 -1.165 -0.215
C 5.724418 -11.269499 -17.137597 0.232 2.034 0.031
O 5.669637 -10.284877 -16.483870 -0.168 -0.418 0.199
O 5.777350 -11.251334 -18.485600 -0.340 -0.713 -0.185
F 7.201194 -14.038958 -17.637271 0.131 0.350 0.266
H 4.994481 -12.864938 -19.572749 -0.227 0.125 0.284
H 6.738000 -12.643813 -19.598520 0.125 -0.240 0.230
H 5.240543 -14.225992 -17.604074 0.056 0.068 -0.198

Number 1: total energy -307.64144 Eh, E_HOMO -9.84 eV. Number 2: total energy -249.21829 Eh, E_HOMO -7.17 eV. Number 3: total energy -4227.12409 Eh, E_HOMO -12.89 eV.